A cluster of 13 separate species, C30H66BF31N6O12P3 in total, computed with ωB97M-V/def2-TZVPD.

Properties
HOMO level, eV: -6.259
Strongest force on any atom, Eh/bohr: 0.0622
Net charge: -1
Spin multiplicity: 1

Atoms and positions in Å:
C 4.276 4.014 0.813
C 4.817 4.374 -0.545
O 4.553 5.342 -1.172
N 5.823 3.416 -1.128
H 6.585 4.047 -1.382
H 6.277 2.726 -0.512
C 5.323 2.631 -2.321
H 4.993 3.671 1.560
H 3.566 3.193 0.683
H 3.780 4.896 1.208
H 5.349 3.326 -3.157
H 4.273 2.355 -2.267
H 6.006 1.790 -2.375
C -0.328 4.124 -2.457
C 0.285 4.345 -1.094
O 1.431 4.614 -0.924
N -0.603 3.998 0.062
H -1.211 3.211 -0.204
H 0.028 3.652 0.808
C -1.214 5.260 0.651
H -1.380 4.407 -2.407
H -0.123 3.107 -2.781
H 0.162 4.884 -3.063
H -1.827 5.731 -0.120
H -0.378 5.936 0.806
H -1.696 5.078 1.600
C 3.811 -1.440 -7.536
C 3.871 -1.204 -6.058
O 4.832 -1.233 -5.373
N 2.521 -0.904 -5.426
H 2.276 0.079 -5.606
H 1.880 -1.484 -5.970
C 2.400 -1.357 -3.967
H 3.270 -0.708 -8.138
H 3.422 -2.430 -7.780
H 4.819 -1.381 -7.946
H 1.345 -1.239 -3.733
H 2.938 -0.533 -3.503
H 2.788 -2.359 -3.840
C -3.719 0.363 1.623
C -3.056 1.619 2.105
O -3.644 2.428 2.765
N -1.577 1.573 2.247
H -1.172 1.036 1.471
H -1.239 2.522 2.035
C -1.163 1.087 3.580
H -3.813 -0.284 2.498
H -3.090 -0.122 0.872
H -4.674 0.603 1.164
H -1.409 1.828 4.335
H -0.101 0.865 3.621
H -1.637 0.154 3.886
C -1.126 0.439 -5.274
C -1.959 1.272 -4.333
O -2.156 2.444 -4.472
N -2.556 0.611 -3.154
H -2.335 -0.379 -3.302
H -2.032 0.798 -2.268
C -4.051 0.801 -3.003
H -1.807 -0.244 -5.782
H -0.447 -0.155 -4.660
H -0.524 1.104 -5.885
H -4.553 0.544 -3.930
H -4.135 1.864 -2.795
H -4.297 0.121 -2.193
C -5.014 -5.953 1.804
C -5.811 -5.252 0.743
O -6.379 -5.793 -0.148
N -5.731 -3.740 0.801
H -6.651 -3.345 0.611
H -5.516 -3.423 1.767
C -4.708 -3.229 -0.193
H -4.214 -5.352 2.240
H -4.449 -6.785 1.386
H -5.683 -6.246 2.612
H -3.692 -3.439 0.130
H -4.862 -2.163 -0.334
H -4.832 -3.707 -1.163
C 1.109 4.097 2.921
O 1.280 3.044 3.872
O -0.163 4.077 2.486
C 1.541 5.447 3.529
F 2.881 5.603 3.619
F 1.112 6.506 2.827
F 1.022 5.575 4.769
C 2.615 2.638 4.242
C 2.523 1.196 4.716
H 3.474 0.999 5.212
H 1.714 1.091 5.438
H 2.395 0.500 3.889
H 3.042 3.302 4.998
H 3.233 2.745 3.344
H 1.779 3.837 2.080
C 0.004 0.245 -0.575
O -0.281 -0.368 0.677
O -1.042 1.146 -0.750
C 1.440 0.790 -0.492
F 1.712 1.556 -1.587
F 1.656 1.573 0.579
F 2.340 -0.192 -0.523
C -0.002 -1.764 0.852
C -1.002 -2.351 1.816
H -0.757 -3.401 1.952
H -0.969 -1.824 2.770
H -1.999 -2.252 1.375
H 0.977 -1.896 1.322
H -0.009 -2.417 -0.022
H -0.058 -0.473 -1.402
C -5.069 -2.893 4.521
O -4.447 -4.150 4.248
O -5.567 -2.447 3.335
C -6.173 -3.078 5.601
F -7.316 -3.604 5.123
F -5.753 -3.948 6.538
F -6.498 -1.918 6.209
C -3.359 -4.605 5.045
C -2.050 -4.231 4.413
H -1.951 -3.142 4.393
H -1.174 -4.760 4.783
H -2.065 -4.417 3.335
H -3.397 -5.699 5.027
H -3.335 -4.336 6.103
H -4.260 -2.232 4.864
P 2.407 2.669 -4.996
F 3.601 1.685 -4.529
F 1.323 1.609 -4.389
F 2.476 3.495 -3.614
F 1.131 3.523 -5.457
F 3.434 3.720 -5.674
F 2.327 1.778 -6.373
P 1.918 -5.537 1.937
F 0.333 -5.391 1.617
F 1.743 -4.237 2.944
F 1.608 -6.520 3.219
F 3.485 -5.586 2.379
F 2.127 -6.787 0.971
F 2.330 -4.519 0.724
P 5.887 -0.371 0.097
F 6.384 -0.336 1.662
F 4.742 -1.419 0.443
F 4.888 0.878 0.366
F 5.555 -0.402 -1.489
F 7.084 0.716 -0.241
F 7.006 -1.539 -0.051
B -1.989 -2.708 -2.795
F -1.972 -2.124 -4.081
F -2.732 -3.874 -2.785
F -0.704 -2.833 -2.309
F -2.669 -1.854 -1.859

Forces on the atoms, in the same order (eV/Å):
C -0.1135 0.0870 -0.2667
C -0.4662 -0.1174 1.6383
O 0.3289 -0.1917 -0.3938
N 0.4150 -0.1721 0.0328
H 0.0177 -0.1744 -0.5752
H -0.6567 -0.1468 0.6207
C 0.2176 0.8317 -0.5854
H 0.3618 -0.0803 -0.3807
H -0.0693 0.0051 -0.0134
H -0.1899 -0.0629 -0.1108
H 0.3308 -0.2695 -0.1903
H 0.1372 -0.2229 0.7880
H -0.3125 -0.1609 -0.4162
C 0.0013 1.6864 0.9648
C 0.1932 -1.4522 -1.3344
O -0.4172 0.3504 0.8372
N 0.5869 0.8774 -0.3979
H -0.0779 -0.0546 -0.1933
H -0.2797 0.2118 0.8851
C 0.1190 0.3422 -1.3744
H -0.1640 -0.5622 -0.2214
H -0.1034 0.0293 -0.0494
H 0.1004 -0.4651 -0.4978
H -0.3509 -0.2829 0.0403
H 0.0186 -0.1296 0.2913
H -0.1600 -0.1505 -0.2175
C 0.4979 0.1120 -0.7991
C 0.3109 0.5374 -0.0730
O -0.2575 -0.0749 0.0213
N -0.1441 -2.1026 -0.4275
H 0.0118 0.2935 0.2833
H -0.2864 0.2927 -0.0832
C -0.0147 2.1756 -0.8087
H -0.4590 0.1263 0.5491
H -0.1147 -0.0279 0.2168
H 0.1323 -0.2221 0.3413
H 0.0263 -0.3947 0.1992
H 0.2310 -0.6944 0.8618
H 0.1052 0.1031 0.0647
C 0.9120 0.2844 -1.2964
C -1.1456 -1.1321 2.4261
O 0.4525 0.6528 -0.9704
N -0.4178 0.2512 -1.1812
H 0.1646 -1.0006 -0.1616
H 0.6922 0.6091 1.3011
C 0.3594 -0.2530 1.1061
H -0.3197 -0.1085 -0.0683
H 0.0024 -0.1609 0.0919
H -0.1857 -0.0602 0.3945
H 0.1050 0.2274 -0.2346
H 0.0761 0.4516 -0.4114
H -0.4765 0.0241 -0.6457
C -0.2398 -0.0589 1.1352
C 0.4874 1.6171 -0.4222
O -0.2582 -0.3228 0.1069
N -0.0104 -1.5030 -1.1681
H -0.4813 -0.5215 0.2135
H 0.5630 0.7740 1.0226
C 1.5547 0.1862 0.1106
H 0.2328 -0.0209 -0.2821
H -0.0949 -0.2063 -0.0815
H -0.3612 0.0203 -0.2705
H 0.0555 -0.0854 0.0112
H -0.5675 -0.1142 0.2389
H -0.4050 0.2735 0.0624
C 0.8278 0.3441 0.0001
C 1.0866 -0.7118 0.2539
O -0.4354 0.6899 -0.0607
N 0.0648 -0.3804 -0.7016
H -0.0337 -0.0737 -0.2502
H 0.2970 0.6675 1.4346
C -0.2041 -0.0435 -0.2919
H -0.4991 0.5015 0.1267
H -0.7061 -0.3610 -0.2227
H 0.0738 -0.1142 0.0209
H -0.1240 0.0618 0.3497
H 0.1216 0.0245 0.2847
H -0.2330 -0.1468 0.1116
C -0.5902 -1.5894 -0.6998
O 0.4084 0.2182 0.6210
O 0.8645 -0.1412 0.9414
C -0.6742 -0.0088 0.6881
F 0.0747 -0.3031 0.0935
F -0.1598 0.0605 -0.3775
F 0.3434 0.1084 -0.1901
C -0.9768 0.1596 -0.8026
C 0.6638 0.6842 0.0493
H -0.0978 -0.4477 0.0401
H 0.0126 -0.0200 0.0182
H -0.0367 -0.0025 0.0140
H -0.1635 -0.0107 0.1706
H 0.2569 -0.2512 0.0293
H 0.6443 0.4462 0.0712
C -2.4361 0.2978 0.3320
O 0.3574 -0.5490 -0.5717
O 0.9585 0.7746 -0.5709
C -0.1271 0.0869 -1.0196
F -0.1033 0.1835 0.1044
F -0.0445 -0.0101 0.1580
F -0.2611 0.0540 0.4257
C 0.6817 -0.9965 1.2546
C -0.1977 0.3744 -0.4074
H 0.0060 0.0363 0.1488
H -0.0595 -0.1282 0.0886
H -0.1334 -0.0985 0.2080
H 0.1817 0.1830 -0.2650
H -0.0559 0.8019 -0.6142
H 0.6174 -0.4631 0.1824
C -0.0011 0.4868 -2.6375
O -0.1618 -0.6828 0.8354
O -0.0892 -0.3001 0.3727
C 0.2544 -0.2683 -0.5197
F 0.1215 0.1943 -0.1741
F -0.0001 0.1293 0.6537
F 0.1386 -0.1804 -0.0231
C 0.5781 -0.9394 -0.1963
C 0.0616 0.8440 -1.2487
H 0.4412 -0.0158 0.5968
H 0.0012 0.2739 0.3423
H -0.1898 -0.5254 0.0714
H -0.3493 -0.0443 0.1097
H -0.6153 0.3718 -0.0688
H -0.1885 0.1908 0.8242
P -0.4234 1.3404 0.0569
F 0.2506 0.0530 0.1811
F 0.1370 -0.5884 0.7916
F 0.0877 -0.5471 -0.0832
F 0.1820 0.4061 -0.4627
F -0.3512 -0.8267 0.0939
F 0.1625 -0.0697 -0.6529
P 1.4716 1.3119 1.7953
F 0.1641 -0.5201 -0.4793
F -0.1380 -0.1334 -0.2932
F -0.4684 0.1009 -0.7224
F -0.0473 -0.1503 -0.3047
F -0.5407 -0.2325 -0.1725
F -0.6904 -0.3153 0.1619
P 1.9816 -1.7661 1.7872
F -0.8700 0.7613 -0.1662
F 0.0166 0.3722 -0.3882
F -0.2167 0.4138 -0.3439
F -0.3800 0.0928 0.2091
F -0.0413 1.0245 -0.3352
F -0.5223 -0.0785 -1.0223
B -0.3833 -0.6375 1.3413
F -0.1237 0.4974 -0.1331
F 0.1902 -0.3717 -0.4456
F 0.4256 -0.1616 -0.4550
F -0.2644 0.9100 -0.3243

Mulliken population analysis, charges in e, atoms 1 to 6: number 1, C, carries -0.02; number 2, C, carries -0.21; number 3, O, carries -0.50; number 4, N, carries 0.20; number 5, H, carries 0.42; number 6, H, carries 0.33